The following is a quantum chemistry calculation of a molecular structure, C31H35ClNNaOP2S in a non-equilibrium geometry, from the Open Molecules 2025 dataset.

Atoms and positions in Å:
Na -0.188 -1.019 -2.908
C 5.665 -0.302 2.995
S 4.774 -1.841 3.342
C 3.820 -1.987 1.806
C 2.634 -1.033 1.745
C 1.993 -1.092 0.360
N 0.720 -0.299 0.198
P -0.509 -1.522 -0.153
C -0.374 -2.464 1.427
C -0.091 -3.824 1.392
C 0.041 -4.547 2.572
C -0.111 -3.910 3.792
C -0.414 -2.554 3.834
C -0.547 -1.836 2.659
C -2.147 -0.809 0.232
C -2.414 0.365 0.919
C -3.725 0.742 1.175
C -4.776 -0.068 0.777
C -4.516 -1.273 0.136
C -3.210 -1.635 -0.137
P 1.050 0.785 -1.164
C 2.328 1.841 -0.372
C 3.357 2.318 -1.180
C 4.337 3.150 -0.658
C 4.298 3.512 0.679
C 3.273 3.045 1.491
C 2.295 2.212 0.971
C -0.275 2.045 -1.296
C -0.627 2.963 -0.306
C -1.559 3.953 -0.562
C -2.130 4.065 -1.824
C -1.751 3.193 -2.830
C -0.828 2.190 -2.568
H 6.344 -0.144 3.830
H 4.978 0.540 2.919
H 6.237 -0.406 2.074
H 3.486 -3.025 1.771
H 4.507 -1.816 0.973
H 2.974 -0.021 1.948
H 1.914 -1.303 2.513
H 1.808 -2.147 0.124
H 2.740 -0.752 -0.368
H 0.033 -4.319 0.435
H 0.268 -5.605 2.535
H 0.008 -4.467 4.713
H -0.540 -2.055 4.787
H -0.781 -0.780 2.690
H -1.597 0.985 1.252
H -3.927 1.672 1.693
H -5.799 0.230 0.972
H -5.334 -1.918 -0.159
H -3.001 -2.565 -0.657
H 3.386 2.031 -2.226
H 5.136 3.511 -1.294
H 5.066 4.154 1.090
H 3.239 3.328 2.536
H 1.511 1.831 1.612
H -0.161 2.919 0.669
H -1.829 4.653 0.219
H -2.854 4.845 -2.023
H -2.165 3.298 -3.825
H -0.521 1.528 -3.370
Cl -0.060 -1.402 -5.183
C -3.321 -1.926 -4.238
C -3.087 -0.662 -3.476
C -4.048 0.469 -3.716
O -2.155 -0.539 -2.700
H -4.240 -1.903 -4.819
H -3.329 -2.778 -3.555
H -2.453 -2.062 -4.895
H -5.067 0.094 -3.803
H -3.778 0.933 -4.670
H -3.979 1.209 -2.921

Forces on the atoms, in the same order (eV/Å):
Na 1.02 -0.44 0.30
C -0.22 -0.24 0.03
S 0.03 0.04 -0.09
C 0.07 0.12 0.25
C -0.09 -0.03 -0.16
C 0.12 0.05 0.21
N -0.06 0.02 -0.08
P -0.10 0.01 0.89
C 0.07 -0.15 -0.18
C 0.02 0.07 -0.06
C 0.01 -0.07 0.02
C 0.02 -0.02 0.01
C -0.01 0.07 0.00
C -0.05 -0.08 -0.01
C -0.05 -0.03 0.02
C 0.06 0.01 -0.10
C -0.05 0.08 0.05
C -0.06 -0.01 0.02
C -0.01 0.00 -0.02
C 0.05 0.05 -0.08
P 0.19 0.44 0.39
C 0.09 -0.11 -0.18
C -0.08 -0.06 -0.02
C 0.05 0.04 -0.01
C 0.02 0.01 -0.02
C -0.01 -0.01 0.06
C 0.02 -0.01 0.00
C -0.01 -0.01 -0.01
C -0.10 -0.03 0.01
C 0.02 0.00 0.10
C 0.00 -0.01 -0.04
C -0.05 0.07 -0.05
C 0.07 -0.08 0.07
H 0.02 0.07 -0.02
H 0.07 0.05 -0.01
H 0.04 0.06 0.01
H 0.00 -0.01 -0.08
H -0.02 -0.08 -0.05
H -0.01 0.11 0.02
H -0.02 0.01 0.03
H 0.04 0.02 -0.12
H -0.06 -0.04 -0.05
H 0.02 -0.01 0.01
H 0.00 0.01 0.00
H -0.03 -0.01 -0.01
H 0.01 -0.01 0.00
H 0.02 0.01 0.04
H 0.09 0.11 -0.01
H 0.02 -0.01 -0.01
H 0.02 0.01 0.02
H 0.02 -0.01 0.00
H -0.04 0.00 -0.02
H 0.04 0.00 0.01
H -0.02 -0.01 -0.01
H -0.01 0.01 0.00
H 0.00 -0.01 -0.01
H 0.00 -0.04 0.02
H -0.03 -0.03 0.03
H 0.00 -0.01 -0.01
H 0.01 0.00 -0.01
H 0.01 -0.02 0.01
H -0.04 0.02 -0.02
Cl 0.16 -0.12 -1.09
C 0.17 -0.18 -0.04
C -0.34 0.11 0.11
C 0.12 0.05 0.13
O -1.17 0.15 -0.15
H -0.01 0.00 0.01
H -0.02 0.05 0.03
H -0.02 0.02 -0.02
H -0.01 0.02 -0.03
H -0.05 0.00 -0.02
H 0.06 0.00 -0.03

## Properties
Multiplicity: 1
Molecular weight (u): 590.08
F_max (eV/A): 1.192
Energy above the lowest of the compared OMol25 structures with the same formula, charge and spin (kJ/mol): 23.3
HOMO (eV): -8.3
Frontier orbital gap (eV): 8.448
Total charge: 0